One molecule with the formula C5H8N4O2 in a non-equilibrium geometry, computed with ωB97M-V/def2-TZVPD.

## Properties
* strongest force on any atom: 4.3 eV/Å
* highest occupied orbital energy: -10.464 eV
* energy above the lowest of the compared OMol25 structures with the same formula, charge and spin: 497.7 kJ/mol
* SMILES: OC[C@]1(n2ncnn2)CCO1
* Kohn-Sham gap: 11.16 eV
* multiplicity: 1

The geometry in XYZ format:
```
19
Properties=species:S:1:pos:R:3:forces:R:3:nbo_charge:R:1
O 2.474023 -0.771980 1.208242 1.7 -2.7 2.4 -0.68
C 1.225047 -0.408768 1.475620 -2.7 3.1 -1.1 -0.11
C 0.468259 -0.199404 0.198597 -2.3 2.0 -2.6 0.50
N -0.960400 0.762344 0.397603 3.2 -1.6 0.6 -0.01
N -2.017881 0.564620 -0.297359 -1.2 -0.3 -0.9 -0.29
C -2.863448 1.491464 0.146681 0.8 -1.2 1.1 0.07
N -2.281025 2.200670 1.175715 -1.0 -0.1 -1.5 -0.26
N -1.069852 1.741208 1.242957 0.6 0.2 1.2 -0.07
C 0.144427 -1.268917 -0.837037 -3.2 2.7 0.0 -0.50
C 0.989063 -0.539957 -1.800096 1.2 1.8 -0.7 -0.06
O 1.173669 0.514732 -0.792084 0.7 0.4 0.1 -0.52
H 2.765357 -0.393082 0.430788 1.0 1.5 -2.5 0.48
H 0.642618 -1.070495 2.005144 -0.7 -2.1 1.6 0.19
H 1.089434 0.536135 1.979708 0.5 0.6 0.6 0.19
H -3.894640 1.316218 -0.120223 -0.1 1.0 0.1 0.21
H -0.925740 -1.184349 -1.055291 0.2 -0.3 -0.1 0.27
H 0.379169 -2.201448 -0.594765 1.1 -4.0 1.0 0.22
H 1.952020 -0.964105 -1.968658 0.8 -0.7 -0.1 0.17
H 0.709902 -0.124884 -2.795541 -0.7 -0.3 0.9 0.20
```
Positions in Å, forces in eV/Å.

=====

One molecule with the formula C4H11NO2 in a non-equilibrium geometry, computed with ωB97M-V/def2-TZVPD.

## Properties
* strongest force on any atom: 1.7 eV/Å
* highest occupied orbital energy: -9.293 eV
* energy above the lowest of the compared OMol25 structures with the same formula, charge and spin: 132.3 kJ/mol
* SMILES: C[C@@H](O)CNCO
* Kohn-Sham gap: 9.93 eV
* multiplicity: 1

The geometry in XYZ format:
```
18
Properties=species:S:1:pos:R:3:forces:R:3:nbo_charge:R:1
C 1.210503 -2.130555 0.090474 -0.2 0.0 -0.2 -0.63
C 1.007321 -0.736869 0.630468 0.6 0.9 0.1 0.09
O 1.999701 0.162040 0.088194 -0.4 0.1 -0.5 -0.72
C -0.404791 -0.227791 0.404357 -0.2 -0.4 -1.6 -0.25
N -0.581447 1.201986 0.590611 -0.1 -0.4 0.5 -0.64
C -1.705946 1.790464 -0.081411 0.7 0.1 0.1 0.09
O -1.788375 1.566665 -1.478883 -0.1 -0.4 -0.5 -0.73
H 0.517408 -2.824369 0.560853 0.2 -0.2 0.2 0.22
H 2.244160 -2.409624 0.219064 0.2 -0.3 0.4 0.23
H 1.033902 -2.210094 -0.982765 -0.2 0.3 -0.1 0.20
H 1.258812 -0.668839 1.685976 -0.2 -0.3 0.3 0.18
H 1.812654 0.299903 -0.852855 0.1 -0.2 0.2 0.45
H -1.105216 -0.875022 0.942507 0.0 0.5 0.4 0.20
H -0.640117 -0.449392 -0.654093 0.1 -0.2 0.0 0.16
H 0.267339 1.671304 0.312540 0.2 0.1 0.2 0.36
H -2.629528 1.375207 0.306306 -0.2 0.2 0.2 0.17
H -1.590898 2.863431 0.077844 -0.5 0.1 0.3 0.16
H -0.905482 1.601559 -1.859189 0.0 0.2 0.0 0.46
```
Positions in Å, forces in eV/Å.

=====

C45H72FIrN3O7P2S2 as an isolated structure in a non-equilibrium geometry, computed with ωB97M-V/def2-TZVPD.

## Properties
* strongest force on any atom: 1.3 eV/Å
* highest occupied orbital energy: -9.535 eV
* charge: +1
* energy above the lowest of the compared OMol25 structures with the same formula, charge and spin: 0.0 kJ/mol
* Kohn-Sham gap: 6.93 eV
* multiplicity: 1

The geometry in XYZ format:
```
133
Properties=species:S:1:pos:R:3:forces:R:3:mulliken_charge:R:1
Ir 0.116279 -0.242193 -0.365373 -0.2 0.8 1.0 1.83
C -5.510259 4.651912 -0.769135 0.0 0.0 0.0 -1.83
C -4.389403 5.208196 0.096182 0.0 0.0 0.0 0.48
C -4.933810 5.700991 1.425467 0.0 0.0 0.0 -1.00
C -3.820072 6.244353 2.299364 0.0 0.0 0.0 -1.20
C -2.777945 5.185351 2.509547 0.0 0.0 0.0 1.18
C -2.036476 5.136555 3.665857 0.0 0.0 0.0 -0.82
C -1.085894 4.135546 3.849613 0.0 0.0 0.0 0.30
F -0.409864 4.107205 5.007468 0.0 0.0 0.0 -0.39
C -0.833214 3.196992 2.895567 0.0 0.0 0.0 -0.25
C -1.552888 3.241975 1.694349 0.0 0.1 0.0 1.12
C -1.237365 2.282989 0.645697 -0.2 -0.1 -0.1 0.28
O -0.249168 1.507976 0.807844 0.2 0.2 -0.2 0.32
C -2.089014 2.297869 -0.479446 0.2 0.0 0.1 0.02
C -3.056501 3.269213 -0.579170 0.0 0.1 0.1 -0.68
N -3.315512 4.192483 0.344773 0.0 0.0 0.0 0.12
C -2.554201 4.208596 1.514535 0.0 0.1 0.0 -1.00
C -2.034288 1.329811 -1.626322 -0.1 -0.1 -0.2 -0.43
O -2.530011 1.665588 -2.690345 -0.1 0.0 0.1 -0.78
O -1.531040 0.148603 -1.438874 -0.2 -0.4 -0.2 -0.61
H -6.321996 5.378245 -0.778960 0.0 0.0 0.0 0.44
H -5.894770 3.718147 -0.355703 0.0 0.0 0.0 0.39
H -5.221045 4.486858 -1.804766 0.0 0.0 0.0 0.55
H -3.911681 6.045275 -0.422057 0.0 0.0 0.0 0.16
H -5.443382 4.875003 1.930909 0.0 0.0 0.0 0.34
H -5.678574 6.470051 1.223465 0.0 0.0 0.0 0.42
H -4.204452 6.580599 3.261776 0.0 0.0 0.0 0.46
H -3.363814 7.114626 1.817027 0.0 0.0 0.0 0.34
H -2.195587 5.864486 4.451279 0.0 0.0 0.0 0.53
H -0.111289 2.411981 3.053121 0.1 0.0 0.0 0.00
H -3.648856 3.285562 -1.480351 0.0 0.0 0.0 0.81
C -3.230863 -0.889102 1.046196 0.0 -0.1 -0.1 -1.31
C -2.058895 -0.576859 1.938802 0.4 0.3 0.2 0.32
O -0.746565 -1.042838 1.488286 -0.3 -0.3 -0.2 0.05
C -0.633463 -2.482603 1.772212 -0.2 0.0 -0.1 -0.46
C 0.778511 -2.999846 1.825077 0.2 0.1 0.1 -0.09
H -4.108591 -0.391183 1.466404 0.0 0.0 0.0 0.46
H -3.437096 -1.953572 0.993383 0.0 -0.1 0.0 0.48
H -3.085875 -0.529595 0.030895 0.0 0.0 0.0 -0.01
H -2.203633 -1.023058 2.923591 0.0 0.0 0.0 0.83
H -1.936407 0.491837 2.092848 0.0 0.0 0.0 -0.53
H -1.240937 -3.016244 1.041830 0.1 0.0 0.0 -0.57
H -1.078953 -2.612137 2.760317 -0.1 0.0 0.0 0.74
H 1.367724 -2.731412 0.954931 0.0 0.0 0.0 -0.48
H 0.723068 -4.089478 1.863791 0.0 0.0 0.0 0.56
H 1.291948 -2.652742 2.715804 0.0 -0.1 0.0 0.00
C 0.321511 -6.107307 -1.952433 0.0 0.0 0.0 -1.35
C 0.334514 -5.276575 -3.217230 -0.2 -0.1 0.0 0.37
C 1.695360 -4.679858 -3.518297 0.0 0.0 0.0 -1.03
O -0.689528 -4.248135 -3.232642 0.1 0.1 -0.1 -0.19
P -1.357307 -3.339207 -2.108551 0.1 0.0 -0.1 0.39
S -2.361097 -4.287389 -0.773892 -0.2 -0.1 0.2 -0.53
S 0.337252 -2.326521 -1.378649 0.2 -0.2 -0.3 -0.35
O -2.303216 -2.421925 -2.966493 0.1 0.0 0.1 -0.26
C -2.287627 -2.046136 -4.369283 -0.1 0.0 0.0 0.47
C -0.918857 -1.611664 -4.834316 0.1 -0.1 -0.1 -0.43
C -2.885302 -3.152633 -5.216295 0.0 0.0 0.0 -1.51
H 0.992283 -6.956975 -2.088745 0.0 0.0 0.0 0.49
H -0.677449 -6.475153 -1.730550 0.0 0.0 0.0 0.37
H 0.666924 -5.524949 -1.095837 0.0 0.0 0.0 0.18
H 0.040340 -5.900505 -4.063392 0.0 0.0 0.0 0.36
H 2.046738 -4.059093 -2.695134 0.0 0.0 0.0 0.06
H 1.662708 -4.079499 -4.428624 0.0 0.0 0.0 0.26
H 2.407220 -5.493022 -3.670006 0.0 0.0 0.0 0.52
H -2.960505 -1.188101 -4.379854 0.0 0.0 0.0 0.42
H -0.219659 -2.448737 -4.818757 0.0 0.1 0.0 0.04
H -0.552029 -0.820670 -4.189998 0.1 0.2 0.1 -0.28
H -0.990573 -1.233043 -5.855819 0.0 0.0 0.0 0.56
H -2.200555 -3.993465 -5.313698 0.0 0.0 0.0 0.20
H -3.103191 -2.760162 -6.211186 0.0 0.0 0.0 0.48
H -3.816662 -3.507734 -4.776836 0.0 0.0 0.0 0.35
N 2.446774 0.440006 -3.691842 0.0 0.0 0.1 0.19
C 1.638438 1.537476 -3.868709 0.0 0.0 -0.1 -1.33
C 0.772067 1.532652 -2.828503 -0.1 0.0 0.2 -0.14
N 1.049766 0.445630 -2.016744 0.3 0.2 -0.2 0.66
C 2.059752 -0.195819 -2.576477 -0.1 0.0 -0.1 -1.02
H 3.180880 0.132980 -4.306444 0.0 0.0 0.0 0.25
H 1.738060 2.203123 -4.706266 0.0 0.0 0.0 0.49
H -0.036962 2.213554 -2.641193 0.0 0.0 0.0 0.41
H 2.497901 -1.108055 -2.217519 0.0 0.0 0.0 0.69
O 1.992491 -0.093028 0.755854 0.1 -0.4 0.0 0.77
P 3.289077 0.667646 1.025057 -0.2 -0.1 0.1 0.52
C 4.021520 0.185872 2.641744 -0.1 0.0 0.1 1.32
C 3.582260 1.041984 3.846094 0.0 0.0 -0.1 -1.76
C 2.124401 0.832149 4.241198 0.0 -0.1 0.0 -0.03
C 1.723025 -0.654034 4.223958 0.0 0.1 0.0 0.22
C 2.963197 -1.539922 4.228491 0.0 0.0 0.0 -1.81
C 3.804239 -1.321197 2.966002 0.0 0.0 0.0 -0.64
C 4.420691 0.329793 -0.367977 0.0 0.0 0.0 1.85
C 5.715672 1.143693 -0.532136 0.0 0.0 0.0 -1.19
C 6.906722 0.600329 0.252086 0.0 0.0 0.0 -0.61
C 7.145894 -0.865370 -0.095582 0.0 0.0 0.0 -1.00
C 5.897422 -1.696382 0.183286 0.0 0.0 0.0 -0.36
C 4.686801 -1.170972 -0.587882 0.0 0.0 0.0 -1.32
C 2.985877 2.457974 1.121400 0.0 0.0 0.1 1.11
C 4.133621 3.405405 1.509677 0.0 0.0 0.1 -1.50
C 3.521656 4.674867 2.129276 0.0 0.0 0.0 -1.36
C 2.150102 4.995915 1.514273 0.0 0.0 0.0 0.34
C 2.110041 4.576795 0.046691 0.0 0.0 0.0 -1.46
C 2.302345 3.050684 -0.112869 0.0 0.0 -0.2 1.21
H 5.088620 0.368586 2.500028 0.0 0.0 -0.1 0.17
H 3.771647 2.099375 3.678308 0.0 0.0 0.0 0.54
H 4.232240 0.756609 4.676581 0.0 0.0 0.0 0.69
H 1.494694 1.384535 3.545213 -0.1 0.0 0.0 -0.88
H 1.961425 1.271103 5.227284 0.0 0.0 0.0 0.77
H 1.138088 -0.853407 3.321996 0.1 0.1 0.1 -0.84
H 1.087193 -0.888855 5.078643 0.0 0.0 0.0 0.57
H 2.690202 -2.594622 4.289378 0.0 0.0 0.0 0.63
H 3.558632 -1.332801 5.121183 0.0 0.0 0.0 0.53
H 3.305540 -1.811633 2.130559 0.0 -0.1 0.0 -0.09
H 4.769885 -1.810549 3.092509 0.0 0.0 0.0 0.43
H 3.744307 0.665315 -1.160739 0.0 0.0 -0.1 -0.94
H 5.549603 2.195658 -0.314632 0.0 0.0 0.0 0.19
H 5.974694 1.092537 -1.595909 0.0 0.0 0.0 0.55
H 6.737552 0.698450 1.327899 0.0 0.0 0.0 0.22
H 7.791054 1.198304 0.026200 0.0 0.0 0.0 0.46
H 7.996091 -1.258896 0.463394 0.0 0.0 0.0 0.50
H 7.402758 -0.941984 -1.158006 0.0 0.0 0.0 0.34
H 5.693711 -1.682661 1.254380 0.0 0.0 0.0 -0.21
H 6.065880 -2.740421 -0.086123 0.0 0.0 0.0 0.52
H 3.792704 -1.755831 -0.351933 0.0 0.0 0.0 0.00
H 4.885235 -1.313542 -1.657428 0.0 0.0 0.0 0.74
H 2.247972 2.474621 1.933148 0.0 0.0 0.0 -1.10
H 4.684828 3.678246 0.609247 0.0 0.0 0.0 0.79
H 4.858359 2.958664 2.189494 0.0 0.0 0.0 0.39
H 4.202936 5.512310 1.967850 0.0 0.0 0.0 0.45
H 3.425390 4.553799 3.211346 0.0 0.0 0.0 0.42
H 1.939570 6.061570 1.613381 0.0 0.0 0.0 0.63
H 1.355706 4.476822 2.060711 0.0 0.0 0.0 -0.64
H 2.895155 5.111586 -0.494242 0.0 0.0 0.0 0.48
H 1.164615 4.873740 -0.411243 0.0 0.0 0.0 0.49
H 2.907618 2.852885 -1.002727 0.0 0.0 0.0 0.27
H 1.344493 2.562590 -0.256085 0.0 0.0 -0.1 -1.23
```
Positions in Å, forces in eV/Å.

=====

C10H30IrO2P2Si as an isolated structure in a non-equilibrium geometry, computed with ωB97M-V/def2-TZVPD.

## Properties
* strongest force on any atom: 5.1 eV/Å
* highest occupied orbital energy (alpha / beta): -3.248 / -7.311 eV
* energy above the lowest of the compared OMol25 structures with the same formula, charge and spin: 0.0 kJ/mol
* Kohn-Sham gap (alpha / beta): 3.81 / 3.83 eV
* multiplicity: 6

The geometry in XYZ format:
```
46
Properties=species:S:1:pos:R:3:forces:R:3:nbo_charge:R:1
Ir -0.198379 0.011363 0.372086 -0.3 0.2 -4.3 0.84
Si -2.054424 0.472801 -1.007162 -1.3 0.5 -1.5 0.62
P -0.506646 -2.192356 -0.305225 0.0 -1.5 0.0 1.07
P 0.276417 2.247867 0.013747 0.5 1.0 0.1 1.09
H 1.365244 -0.264703 -0.055024 0.9 -0.1 0.2 -0.21
C 0.883496 -3.314127 0.039210 0.2 -0.1 0.1 -0.95
H 0.533830 -4.347934 -0.085345 0.1 0.2 0.0 0.23
H 1.221798 -3.162571 1.072295 -0.1 0.0 -0.3 0.25
H 1.719950 -3.125349 -0.644953 -0.3 0.0 0.2 0.27
C -1.058120 -2.750543 -1.951480 0.0 0.2 -0.2 -0.96
H -1.175490 -3.842837 -1.911024 0.0 0.2 0.0 0.23
H -0.316980 -2.492473 -2.718558 -0.2 0.1 0.3 0.28
H -2.018552 -2.295314 -2.218585 0.2 -0.1 0.1 0.25
C -1.778177 -2.829668 0.846909 0.0 0.0 0.0 -0.96
H -1.892200 -3.909281 0.692372 0.0 0.2 0.1 0.23
H -2.734882 -2.325364 0.670180 0.2 -0.1 0.1 0.26
H -1.438892 -2.611571 1.868755 -0.1 -0.1 -0.3 0.26
C 1.977185 2.706147 0.443609 0.2 0.0 0.0 -0.95
H 2.036048 3.801961 0.467564 0.1 -0.2 0.0 0.23
H 2.665910 2.311243 -0.315587 -0.2 0.1 0.2 0.26
H 2.233646 2.294049 1.428118 0.0 0.1 -0.3 0.26
C 0.032670 3.135691 -1.555461 0.0 -0.1 -0.1 -0.96
H 0.327814 4.180148 -1.385003 -0.1 -0.2 0.0 0.23
H -1.013775 3.100532 -1.879628 0.3 0.0 0.1 0.26
H 0.667131 2.682880 -2.329688 -0.2 0.0 0.3 0.29
C -0.706056 3.152358 1.261479 0.0 0.1 -0.1 -0.96
H -0.395947 4.203667 1.244317 -0.1 -0.1 0.1 0.23
H -0.508101 2.700686 2.243997 -0.1 0.2 -0.3 0.26
H -1.775121 3.074273 1.031269 0.3 0.0 0.1 0.26
C -2.323214 0.642711 -2.887109 0.2 -0.1 0.4 -1.06
H -2.035382 -0.290265 -3.387443 0.0 0.4 0.0 0.24
H -1.737423 1.485445 -3.272920 -0.1 -0.4 -0.1 0.24
H -3.398143 0.832111 -3.042848 0.3 0.0 0.1 0.22
H -3.026145 -0.609456 -0.679963 -0.3 0.0 0.3 -0.18
H -2.609565 1.767309 -0.519060 -0.3 0.0 0.2 -0.19
C 1.355536 -0.210369 -3.175603 4.0 -1.2 -1.7 0.23
O 0.398571 0.172694 -2.483546 -4.0 1.5 2.8 -0.80
C 2.368715 -1.204926 -2.674372 -0.3 0.6 0.0 -0.69
H 3.305194 -1.085688 -3.225722 0.1 -0.2 0.1 0.20
H 1.999429 -2.230328 -2.840358 0.3 -0.4 0.2 0.15
H 2.563911 -1.043348 -1.600577 0.0 -0.3 -0.3 0.19
C 1.580241 0.245448 -4.579801 -0.2 -0.2 0.3 -0.67
H 2.572830 0.706252 -4.633740 0.0 0.1 -0.5 0.19
H 0.812368 0.957988 -4.886170 0.1 0.0 -0.1 0.20
H 1.561393 -0.634840 -5.236685 0.1 0.2 -0.5 0.18
O -0.261814 -0.186111 2.135035 0.1 -0.4 4.0 -0.64
```
Positions in Å, forces in eV/Å.

=====

A 2-piece molecular cluster, C5H10O2 overall, computed with ωB97M-V/def2-TZVPD.

## Properties
* strongest force on any atom: 0.7 eV/Å
* highest occupied orbital energy (alpha / beta): -7.840 / -7.312 eV
* energy above the lowest of the compared OMol25 structures with the same formula, charge and spin: 646.1 kJ/mol
* Kohn-Sham gap (alpha / beta): 7.96 / 6.90 eV
* multiplicity: 1

The geometry in XYZ format:
```
17
Properties=species:S:1:pos:R:3:forces:R:3:nbo_charge:R:1
C 1.288186 -0.392704 -0.328016 0.1 -0.2 -0.6 -0.67
C -0.161100 -0.323546 -0.661010 0.0 0.3 0.1 0.19
C -0.614300 1.075847 -0.300411 0.0 0.0 0.0 -0.52
C 0.237314 1.388131 0.901967 -0.1 0.7 -0.2 -0.07
O 0.406991 -0.271614 2.217092 0.2 -0.7 0.1 -0.90
C -0.966031 -1.259087 -1.456384 0.0 -0.1 -0.3 -0.11
O -0.990182 -1.318037 -0.030525 -0.1 -0.2 0.1 -0.55
H 1.886905 0.354584 -0.855462 -0.1 -0.1 0.2 0.19
H 1.050362 -0.475672 1.464760 -0.3 0.1 0.4 0.50
H 1.732880 -1.389406 -0.442441 -0.1 0.2 0.1 0.21
H -1.681189 1.106895 -0.064285 0.1 -0.1 -0.1 0.23
H -0.404096 1.797536 -1.099847 0.0 -0.1 0.1 0.23
H -0.261151 1.733095 1.800836 0.1 0.0 -0.2 0.20
H 1.209760 1.834486 0.746514 -0.1 0.0 0.0 0.20
H -0.362237 -0.816881 1.969781 0.1 0.1 0.1 0.49
H -0.469530 -2.098979 -1.941493 -0.1 0.1 0.1 0.19
H -1.902582 -0.944646 -1.921077 0.2 0.0 0.1 0.18
```
Positions in Å, forces in eV/Å.

=====

no.,M (g/mol)
1,156.15
2,105.14
3,1104.38
4,464.60
5,102.13